No. 1
DFT (ωB97M-V/def2-TZVPD) results for C32H71F5IN9NbO10 as an isolated structure.

Results
DFT total energy	-91450.222	eV
E_LUMO	0.060	Eh
HOMO-LUMO gap	6.590	eV

Geometry as ORCA input:
```
! wB97M-V def2-TZVPD RIJCOSX def2/J DEFGRID3
* xyz -1 1
C -0.8334 -6.3906 1.8692
N 0.1597 -5.6748 0.9372
C 0.5910 -4.3630 1.5409
Nb 0.7446 -2.6032 0.1136
I 0.9093 -0.1736 -1.3757
C -1.4516 -2.6878 -0.5143
C -2.3775 -3.7577 0.3045
C -3.9929 -3.6168 0.0893
C -4.5489 -2.1126 -0.2178
O -4.5443 -1.7228 -1.5228
O -5.1013 -1.1506 0.7474
C 0.0939 -1.2718 1.9076
C 1.0410 0.0317 2.1240
O 1.4922 0.0194 3.5552
C 0.3769 1.4906 1.8604
N -1.0376 1.5141 1.3470
C 1.4557 -3.8852 -1.6494
F 2.1749 -5.1443 -1.2218
F 0.3773 -4.3329 -2.5608
C 2.5753 -3.1123 -2.6234
F 3.5627 -2.3140 -1.8483
F 3.3754 -4.2382 -3.2390
F 1.9632 -2.4022 -3.7700
H -1.5447 -7.1262 1.2546
H -0.2546 -6.9710 2.7362
H -1.5661 -5.6419 2.4157
H 0.9479 -6.3602 0.8461
H 1.6881 -4.5430 1.9772
H -0.0580 -4.0708 2.4997
H 2.5028 -2.4276 0.5822
H -1.8354 -1.5593 -0.4353
H -1.5823 -2.9540 -1.6711
H -2.1306 -3.7683 1.4479
H -2.0923 -4.8345 -0.1268
H -4.5837 -4.0117 1.0470
H -4.3078 -4.3311 -0.7967
H -4.8195 -0.2470 0.4133
H -1.0495 -1.0750 1.7792
H 0.2000 -1.9416 2.8905
H 2.0393 -0.1404 1.4984
H 2.3199 0.5813 3.6210
H 1.0236 2.1494 1.1046
H 0.3930 2.0948 2.8807
H -1.2285 0.8079 0.6037
H -1.7206 1.2762 2.1266
C -7.6488 2.0319 -3.5040
O -7.8054 3.2118 -3.7933
N -6.8847 1.1288 -4.2123
C -6.7495 -0.2543 -3.8034
C -6.1942 1.5760 -5.4038
H -8.1296 1.5886 -2.6167
H -5.6925 -0.4672 -3.6187
H -7.1182 -0.8986 -4.6068
H -7.3203 -0.4545 -2.8925
H -5.5104 2.3868 -5.1354
H -6.9293 1.9574 -6.1188
H -5.6323 0.7545 -5.8559
C 4.0848 -3.2396 2.3152
O 3.0513 -3.1964 2.9710
N 5.3457 -3.4719 2.8226
C 6.5220 -3.5076 1.9781
C 5.5005 -3.6875 4.2460
H 4.0798 -3.0890 1.2233
H 6.9936 -4.4905 2.0691
H 7.2201 -2.7339 2.3105
H 6.2619 -3.3302 0.9309
H 4.9046 -4.5563 4.5411
H 5.1300 -2.8081 4.7812
H 6.5503 -3.8576 4.4990
C 0.9460 4.5299 3.7216
O 1.5983 3.4942 3.7669
N 0.6885 5.3611 4.7912
C -0.0943 6.5723 4.6553
C 1.2172 5.0132 6.0935
H 0.4983 4.8869 2.7798
H 0.5210 7.4267 4.9521
H -0.9678 6.5047 5.3102
H -0.4292 6.7125 3.6239
H 2.3077 4.9518 6.0298
H 0.8260 4.0342 6.3862
H 0.9331 5.7613 6.8382
C 0.0550 4.1052 -1.2331
O 0.8142 4.6651 -0.4518
N -0.2122 4.5153 -2.5222
C -1.1257 3.7960 -3.3862
C 0.4409 5.7034 -3.0302
H -0.4932 3.1925 -0.9479
H -0.5842 3.4660 -4.2776
H -1.9387 4.4668 -3.6785
H -1.5456 2.9235 -2.8781
H 1.5246 5.5580 -2.9909
H 0.1766 6.5539 -2.3947
H 0.1331 5.9031 -4.0600
C 1.5785 9.3446 -2.1643
O 0.8054 8.4414 -2.4587
N 2.9310 9.1989 -1.9392
C 3.7802 10.3205 -1.5940
C 3.5233 7.8825 -2.0512
H 1.2319 10.3851 -2.0534
H 4.5602 10.4213 -2.3544
H 4.2402 10.1298 -0.6201
H 3.2061 11.2499 -1.5437
H 3.3550 7.5016 -3.0630
H 3.0365 7.2116 -1.3370
H 4.5963 7.9229 -1.8464
C -2.5946 -7.1119 5.0227
O -2.2316 -6.2810 4.1992
N -2.0922 -7.2456 6.2997
C -2.5762 -8.2573 7.2166
C -1.0466 -6.3460 6.7402
H -3.3845 -7.8448 4.7904
H -2.9783 -7.7650 8.1069
H -1.7422 -8.9053 7.5012
H -3.3612 -8.8640 6.7567
H -1.4136 -5.3171 6.6792
H -0.1833 -6.4520 6.0764
H -0.7509 -6.5714 7.7682
C 0.7228 0.9230 -6.6159
O 0.5663 2.1029 -6.9052
N 1.4870 0.0198 -7.3241
C 1.6222 -1.3632 -6.9153
C 2.1774 0.4670 -8.5157
H 0.2421 0.4797 -5.7286
H 2.6792 -1.5762 -6.7306
H 1.2535 -2.0076 -7.7187
H 1.0514 -1.5634 -6.0044
H 2.8613 1.2779 -8.2473
H 1.4424 0.8485 -9.2307
H 2.7394 -0.3544 -8.9677
*
```

***

No. 2
DFT (ωB97M-V/def2-TZVPD) results for C39H21CoF15GeS4Sb2 as an isolated structure.

Results
DFT total energy	-232106.275	eV
E_LUMO (alpha / beta)	0.029 / 0.030	Eh
HOMO-LUMO gap (alpha / beta)	5.186 / 5.220	eV

Geometry as ORCA input:
```
! wB97M-V def2-TZVPD RIJCOSX def2/J DEFGRID3
* xyz -1 1
Co 1.5802 -1.5831 0.3760
S 3.6906 -0.9080 4.6073
Sb 3.1707 -2.4151 2.9948
S 3.7726 -1.6060 0.7909
S 0.8843 -2.3918 2.3354
F -5.0137 -3.3352 -0.0897
C -4.2124 -4.3267 -0.5226
C -2.8445 -4.1266 -0.5829
C -2.0838 -5.2162 -0.9742
F -0.7555 -5.1528 -1.0202
C -2.6590 -6.4318 -1.3204
F -1.8979 -7.4625 -1.6986
C -4.0327 -6.5820 -1.2672
F -4.5946 -7.7469 -1.5952
C -4.8225 -5.5205 -0.8591
F -6.1499 -5.6651 -0.7849
Ge -2.1017 -2.3429 -0.1549
S -0.1853 -1.9627 -1.0288
C -2.1811 -2.0947 1.7891
C -2.5275 -3.0722 2.7016
F -2.8875 -4.2999 2.2919
C -2.5073 -2.8523 4.0690
F -2.8406 -3.8252 4.9229
C -2.1414 -1.6084 4.5517
F -2.1242 -1.3795 5.8643
C -1.8035 -0.5995 3.6655
F -1.4657 0.6073 4.1275
C -1.8251 -0.8640 2.3109
F -1.5082 0.1383 1.4763
C -3.4151 -1.1231 -1.0148
C -4.2155 -0.1835 -0.3882
F -4.2498 -0.0812 0.9466
C -5.0433 0.6804 -1.0893
F -5.7993 1.5759 -0.4466
C -5.0894 0.6104 -2.4706
F -5.8816 1.4351 -3.1585
C -4.3156 -0.3263 -3.1338
F -4.3686 -0.4090 -4.4665
C -3.5024 -1.1691 -2.3965
F -2.7850 -2.0740 -3.0772
C 2.2510 4.1789 -0.4885
C 0.9044 3.6034 -0.8302
C -0.1277 4.4522 -1.2209
C -1.3866 3.9628 -1.5341
C -1.6343 2.6022 -1.4608
C -0.6162 1.7439 -1.0734
C 0.6489 2.2310 -0.7634
Sb 2.1219 0.8137 -0.1227
C 3.5726 1.0592 -1.6861
C 4.9282 1.2705 -1.4574
C 5.8310 1.3875 -2.5023
C 5.3835 1.2772 -3.8071
C 4.0447 1.0223 -4.0451
C 3.1216 0.8992 -3.0077
C 1.6970 0.5855 -3.3796
C 2.4319 1.7568 1.7755
C 1.1968 1.8552 2.4172
C 1.0884 2.3739 3.6966
C 2.2299 2.7956 4.3541
C 3.4579 2.6894 3.7261
C 3.5845 2.1731 2.4406
C 4.9525 2.0639 1.8410
H 2.3215 5.2168 -0.8126
H 3.0568 3.6215 -0.9691
H 2.4270 4.1442 0.5895
H 0.0633 5.5175 -1.2793
H -2.1711 4.6458 -1.8340
H -2.6121 2.2061 -1.7041
H -0.8033 0.6783 -1.0226
H 5.3036 1.3154 -0.4483
H 6.8795 1.5492 -2.2897
H 6.0746 1.3642 -4.6352
H 3.6960 0.8970 -5.0635
H 1.6677 0.0995 -4.3548
H 1.0904 1.4907 -3.4349
H 1.2077 -0.0902 -2.6742
H 0.2920 1.5212 1.9205
H 0.1200 2.4305 4.1734
H 2.1701 3.1864 5.3610
H 4.3548 2.9924 4.2506
H 5.7075 2.4209 2.5393
H 5.0283 2.6643 0.9320
H 5.1763 1.0218 1.6031
*
```

***

No. 3
DFT (ωB97M-V/def2-TZVPD) results for an isolated ion of composition C5H10IN2 and charge +1.

Results
DFT total energy	-16420.069	eV
E_LUMO	-0.138	Eh
HOMO-LUMO gap	9.308	eV

Geometry as ORCA input:
```
! wB97M-V def2-TZVPD RIJCOSX def2/J DEFGRID3
* xyz 1 1
C -0.4942 -1.8467 -1.1271
C -0.2316 -0.5365 -1.0592
C -0.2472 0.3466 -2.2394
I 1.8005 1.2782 -2.3990
N 0.1172 0.0491 0.2012
C -0.5677 1.2353 0.6577
C 1.2464 -0.4052 0.7455
N 1.6080 -0.0532 1.9727
H -0.4923 -2.4458 -0.2313
H -0.7917 -2.3336 -2.1006
H -0.9488 1.0642 -1.9599
H -0.4922 -0.0545 -3.3195
H 0.1668 1.8757 1.1250
H -1.0665 1.7616 -0.3396
H -1.2716 0.9860 1.3633
H 1.9282 -1.1709 0.1477
H 2.3355 -0.6371 2.3548
H 0.8425 0.2721 2.5693
*
```

***

No. 4
DFT (ωB97M-V/def2-TZVPD) results for C7H9CdO5P as an isolated structure.

Results
DFT total energy	-31478.653	eV
E_LUMO	-0.310	Eh
HOMO-LUMO gap	9.806	eV

Geometry as ORCA input:
```
! wB97M-V def2-TZVPD RIJCOSX def2/J DEFGRID3
* xyz 2 1
Cd -0.1193 -0.8023 -1.6833
O -0.0987 2.5206 -3.4693
C -0.1099 1.4537 -3.0417
C 1.7077 -2.1406 -0.9750
O 2.6757 -2.6662 -0.7319
C -1.9960 -2.1143 -1.0157
O -2.9727 -2.6184 -0.7529
C -0.1278 -2.1670 -3.4202
O -0.1299 -2.7866 -4.3860
C -0.7321 -0.7077 1.7239
P 0.0545 0.7898 1.0469
C -0.8109 2.3039 1.4723
C 1.8341 0.7984 1.3291
O -0.1293 0.9660 -0.4645
H -0.2521 -1.6426 1.3955
H -1.7990 -0.7676 1.4590
H -0.6579 -0.6784 2.8205
H -0.7544 2.4819 2.5397
H -0.3486 3.1161 0.8924
H -1.8524 2.2209 1.1246
H 2.3195 -0.1169 0.9568
H 2.2693 1.6483 0.7806
H 2.0301 0.9091 2.3992
*
```

***

No. 5
DFT (ωB97M-V/def2-TZVPD) results for an isolated ion of composition C3H8N3 and charge +1.

Results
DFT total energy	-7701.691	eV
E_LUMO	-0.162	Eh
HOMO-LUMO gap	8.688	eV

Geometry as ORCA input:
```
! wB97M-V def2-TZVPD RIJCOSX def2/J DEFGRID3
* xyz 1 1
N 0.9585 2.7070 -0.5457
C 0.3786 1.8442 -0.0052
C -0.3575 0.6386 0.3895
N -1.4999 0.0930 -0.3811
C 0.7546 -0.7148 0.7612
N 0.5643 -1.7557 -0.2012
H 1.5164 3.4214 -1.0210
H -0.7659 0.8595 1.4087
H -1.4021 -0.1424 -1.3419
H -2.3671 0.6175 -0.3668
H 1.7851 -0.3926 0.6057
H 0.5309 -1.0475 1.7697
H -0.0199 -2.6528 -0.0641
H 0.8141 -1.6991 -1.1615
*
```

***

No. 6
DFT (ωB97M-V/def2-TZVPD) results for C4H16AsBrN2OP3 as an isolated structure.

Results
DFT total energy	-168179.582	eV
E_LUMO	0.118	Eh
HOMO-LUMO gap	7.118	eV

Geometry as ORCA input:
```
! wB97M-V def2-TZVPD RIJCOSX def2/J DEFGRID3
* xyz -1 1
C 2.9528 -0.5964 0.5783
P 1.9383 0.8766 0.1178
C 2.1218 0.8847 -1.7152
As -0.3718 0.1753 0.3063
C -2.4257 -0.2720 0.6640
C -3.3679 -0.1094 -0.4483
O -4.2740 0.6426 -0.5906
Br -2.9658 -1.3321 -1.9605
P -0.9985 2.4352 0.9883
N -1.4442 2.6820 2.4948
P 0.1188 -2.1532 -0.3082
N 0.8443 -2.4011 -1.7006
H 3.9692 -0.2690 0.8036
H 2.5378 -1.0291 1.4931
H 2.9823 -1.3645 -0.1934
H 3.1782 0.7817 -1.9775
H 1.5615 0.0775 -2.1893
H 1.7738 1.8487 -2.0907
H -0.1452 -0.1545 1.8501
H -0.6525 0.5067 -1.2099
H -2.7573 0.4086 1.4536
H -2.4495 -1.2997 1.0278
H 0.0101 3.3323 0.5681
H -1.9807 2.8085 0.0306
H -1.3756 1.8194 3.0283
H 0.7925 -2.6736 0.8276
H -1.0822 -2.8937 -0.1704
H 1.7338 -2.8765 -1.6096
*
```

***

Q: Among the records above, which one has the lowest DFT total energy?
A: C39H21CoF15GeS4Sb2

***

Q: Among the records above, which one has the lowest DFT total energy?
A: C39H21CoF15GeS4Sb2

***

Copy entry 5 word for word.
DFT (ωB97M-V/def2-TZVPD) results for an isolated ion of composition C3H8N3 and charge +1.

Results
DFT total energy	-7701.691	eV
E_LUMO	-0.162	Eh
HOMO-LUMO gap	8.688	eV

Geometry as ORCA input:
```
! wB97M-V def2-TZVPD RIJCOSX def2/J DEFGRID3
* xyz 1 1
N 0.9585 2.7070 -0.5457
C 0.3786 1.8442 -0.0052
C -0.3575 0.6386 0.3895
N -1.4999 0.0930 -0.3811
C 0.7546 -0.7148 0.7612
N 0.5643 -1.7557 -0.2012
H 1.5164 3.4214 -1.0210
H -0.7659 0.8595 1.4087
H -1.4021 -0.1424 -1.3419
H -2.3671 0.6175 -0.3668
H 1.7851 -0.3926 0.6057
H 0.5309 -1.0475 1.7697
H -0.0199 -2.6528 -0.0641
H 0.8141 -1.6991 -1.1615
*
```

***

Repeat the fifth record exactly.
DFT (ωB97M-V/def2-TZVPD) results for an isolated ion of composition C3H8N3 and charge +1.

Results
DFT total energy	-7701.691	eV
E_LUMO	-0.162	Eh
HOMO-LUMO gap	8.688	eV

Geometry as ORCA input:
```
! wB97M-V def2-TZVPD RIJCOSX def2/J DEFGRID3
* xyz 1 1
N 0.9585 2.7070 -0.5457
C 0.3786 1.8442 -0.0052
C -0.3575 0.6386 0.3895
N -1.4999 0.0930 -0.3811
C 0.7546 -0.7148 0.7612
N 0.5643 -1.7557 -0.2012
H 1.5164 3.4214 -1.0210
H -0.7659 0.8595 1.4087
H -1.4021 -0.1424 -1.3419
H -2.3671 0.6175 -0.3668
H 1.7851 -0.3926 0.6057
H 0.5309 -1.0475 1.7697
H -0.0199 -2.6528 -0.0641
H 0.8141 -1.6991 -1.1615
*
```